The following is a quantum chemistry calculation of a 10-piece molecular cluster, C30H58O30 overall at a distorted geometry, from OMol25.

Atoms and positions in Å:
O -3.603 0.677 -1.086
O 0.074 0.135 -4.774
O -1.994 -2.933 0.563
O 4.561 -2.977 1.776
O 3.042 -4.020 3.098
O 2.835 1.528 2.818
O 1.555 -0.006 3.871
O -3.106 0.239 5.342
O 3.733 4.184 -3.150
O -0.486 1.835 -0.182
O 0.645 0.068 0.572
O 1.857 2.118 4.626
O 5.144 2.509 -2.645
O -5.464 5.324 -0.217
O -3.577 2.241 -2.527
O -3.171 0.844 3.274
O 4.763 -5.120 2.464
O -4.080 0.160 -3.247
O 3.789 -4.160 -1.135
O -2.716 -3.722 2.561
O -1.275 -1.999 2.323
O -0.355 -0.058 -1.397
O -2.572 2.372 4.803
O -1.828 -1.032 -5.101
O 2.374 -3.467 -2.777
O 0.006 -1.869 -4.053
O -4.043 4.703 1.425
O 2.963 2.218 -2.450
O -3.355 5.237 -0.641
O 3.782 -2.093 -1.658
C 2.026 1.099 3.785
C -0.638 -3.122 -3.839
C 1.686 2.658 -2.902
C 3.583 -5.546 -1.402
C 2.099 -2.972 2.899
C -0.710 -0.939 -4.686
C -2.593 1.627 2.220
C 3.382 0.558 1.959
C -2.850 0.505 6.709
C 1.064 -1.203 0.051
C -3.828 2.810 -3.808
C -0.506 1.334 -5.258
C -2.068 -2.974 1.891
C -2.087 4.620 -0.495
C -6.573 5.060 0.613
C -2.387 -3.998 -0.270
C 0.350 -1.306 -1.308
C -4.278 5.029 0.293
C 4.164 -3.936 2.379
C 4.038 2.951 -2.755
C -1.314 -1.748 3.714
C 5.802 -5.518 1.582
C -0.103 0.719 -0.328
C -2.919 1.259 4.512
C 3.630 -1.023 -2.597
C 0.724 2.007 5.473
C -3.612 -0.673 -0.699
C -3.792 0.932 -2.378
C 3.213 -3.269 -1.944
C 4.845 5.022 -3.475
H 0.765 2.766 6.250
H -2.560 -4.928 0.279
H 4.422 6.006 -3.637
H -4.038 3.857 -3.620
H -3.359 -3.767 -0.710
H 2.516 -5.743 -1.539
H 1.538 -3.113 1.974
H -0.856 -3.643 -4.771
H 5.356 4.647 -4.362
H 1.100 -1.333 -2.084
H 5.589 5.035 -2.680
H 2.149 -1.251 0.003
H 3.785 -6.054 -0.462
H -6.576 5.649 1.539
H 4.575 -0.916 -3.139
H 5.932 -4.834 0.746
H -0.542 1.998 -4.388
H 4.472 0.592 1.939
H 1.365 -3.121 3.689
H -2.322 -1.669 4.133
H -1.513 -2.982 -3.207
H 0.691 -1.888 0.813
H -2.119 3.764 0.175
H -4.656 2.309 -4.310
H -2.957 2.665 -4.447
H 1.403 3.572 -2.374
H 0.956 1.902 -2.637
H -1.644 2.122 2.421
H 5.527 -6.528 1.286
H -1.776 0.475 6.926
H 0.160 1.804 -5.976
H 2.519 -1.973 2.963
H -6.577 4.032 0.973
H -2.490 0.903 1.421
H -1.528 1.216 -5.606
H -0.825 -2.562 4.255
H -3.241 -0.330 7.285
H 3.112 0.837 0.939
H 1.629 2.921 -3.956
H -3.263 2.433 1.918
H -1.710 4.232 -1.439
H -2.855 -1.254 -1.235
H -0.221 2.144 4.944
H -0.353 -2.127 -1.376
H -1.651 -4.205 -1.042
H 4.188 -5.882 -2.237
H -0.861 -0.812 4.031
H 6.735 -5.615 2.139
H -1.391 5.364 -0.107
H -3.227 1.473 7.023
H 3.048 -0.451 2.175
H -4.569 -1.146 -0.930
H 0.103 -3.748 -3.346
H 3.501 -0.081 -2.076
H -7.482 5.361 0.104
H 2.904 -1.242 -3.377
H 0.662 1.033 5.965
H -3.387 -0.817 0.353

As for the HOMO-LUMO gap: 0.4011 hartree. Its total energy is -93474.962 eV. For the HOMO energy, the calculation gives -10.5 eV. As for the SMILES: COC(=O)OC.COC(=O)OC.COC(=O)OC.COC(=O)OC.COC(=O)OC.COC(=O)OC.COC(=O)OC.COC(=O)OC.COC(=O)OC.O=C1OCCO1. The value obtained for the LUMO energy is 0.371 eV.

Here are the Löwdin charges for atoms 1 to 5, given in e: atom 1 (O): 0.011, atom 2 (O): 0.001, atom 3 (O): -0.038, atom 4 (O): 0.137, atom 5 (O): 0.018